i) C6H27NO8 | ωB97M-V with the def2-TZVPD basis set

ORCA input file:
```
! RIJCOSX wB97M-V def2-TZVPD def2/J DEFGRID3
* xyz 0 1
C -1.87279 -3.77920 0.37617
C -1.87448 -2.31308 0.60439
C -2.45301 -1.40138 -0.16438
C -2.33418 0.06194 0.08420
C -1.69854 0.79139 -1.13042
N -0.26630 0.79731 -0.96868
C -2.36374 2.16752 -1.23688
O -1.75875 2.91901 -2.27954
H -1.87470 -4.18085 -0.64344
H -1.12155 -4.33462 0.93065
H -2.83593 -4.21640 0.69671
H -1.18702 -1.96706 1.36622
H -3.07655 -1.82133 -0.94747
H -3.35100 0.45461 0.26275
H -1.85704 0.27764 1.04234
H -1.99235 0.23718 -2.00243
H 0.22866 1.59470 -0.60567
H 0.29980 0.39908 -1.70273
H -2.34488 2.69492 -0.27783
H -3.42560 1.97634 -1.42193
H -1.41525 3.72922 -1.90977
O 2.59834 2.39423 -1.43684
H 1.94534 1.80494 -1.82188
H 3.01405 1.87303 -0.73581
O 3.77300 -0.57005 2.32886
H 2.81919 -0.52054 2.14775
H 4.01471 -0.64751 1.39535
O 3.54066 -0.32858 -0.73630
H 2.78795 -0.70111 -0.24959
H 4.27486 -0.94103 -0.60699
O 1.02778 -2.33679 -2.12953
H 1.61091 -1.56830 -2.19997
H 0.84080 -2.46606 -3.06786
O -1.00168 -2.41863 3.97176
H -0.29767 -3.07351 3.93192
H -1.12651 -2.14254 3.05626
O 0.70726 4.32855 0.35949
H 0.27888 4.33782 -0.50523
H 1.63122 4.25590 0.08876
O 0.99695 -0.52988 1.85584
H 0.54724 -0.82810 2.66368
H 0.30270 -0.40930 1.18789
*
```

Calculated values
**SMILES**: C/C=C/C[C@H](N)CO.O.O.O.O.O.O.O
**HOMO-LUMO gap**: 9.413 eV
**Highest occupied orbital energy**: -9.313 eV

Atomic partial charges in e from the natural (NBO) method, atoms 1 to 8: atom 1 (C): -0.66, atom 2 (C): -0.17, atom 3 (C): -0.17, atom 4 (C): -0.44, atom 5 (C): -0.06, atom 6 (N): -0.89, atom 7 (C): -0.07, atom 8 (O): -0.72

---

ii) C6H27NO8 | ωB97M-V with the def2-TZVPD basis set

ORCA input file:
```
! RIJCOSX wB97M-V def2-TZVPD def2/J DEFGRID3
* xyz 0 1
C 1.75815 3.56615 0.23736
C 0.66226 2.78801 -0.47200
C 0.73621 1.42424 -0.41097
N 1.50278 0.74553 0.50620
C -0.49424 0.76284 -0.92175
C -1.05863 -0.30229 -0.33182
C -2.35063 -0.91083 -0.82803
H 2.18791 4.35699 -0.41264
H 2.73154 3.06995 0.26466
H 1.45596 4.11115 1.13842
H 0.14729 3.32670 -1.23685
H 1.69038 -0.24267 0.42878
H 2.26453 1.27035 0.88766
H -1.00910 1.32920 -1.68379
H -0.77212 -0.51710 0.69733
H -2.27473 -1.41655 -1.78896
H -3.16484 -0.19221 -0.85415
H -2.74777 -1.65951 -0.12106
O -2.13079 1.20525 2.16654
H -2.48897 1.91547 1.61177
H -1.19528 1.39939 2.32499
O -2.80524 -1.39049 2.69198
H -2.46438 -0.63432 2.16377
H -2.59860 -1.08743 3.57371
O 0.47534 -0.29513 -3.58538
H 0.49795 0.29877 -2.83187
H -0.35209 -0.80692 -3.47632
O 2.95550 -1.39545 -3.14940
H 2.80048 -0.45395 -3.14922
H 2.18726 -1.78914 -3.54593
O -2.55128 2.98583 0.02010
H -2.13968 3.83043 -0.26221
H -1.96752 2.29564 -0.33469
O 2.23189 -1.85288 -0.52363
H 2.46011 -2.78458 -0.49670
H 2.64383 -1.56183 -1.37520
O -0.58311 -2.85603 2.86980
H -1.37702 -2.24703 2.81538
H -0.87360 -3.65936 2.42887
O 1.80653 -2.91557 1.53790
H 1.63348 -2.44431 0.71658
H 0.93495 -2.80957 1.98740
*
```

Calculated values
**SMILES**: C/C=C(N)/C=C/C.O.O.O.O.O.O.O.O
**HOMO-LUMO gap**: 8.418 eV
**Highest occupied orbital energy**: -8.220 eV

Atomic partial charges in e from the natural (NBO) method, atoms 1 to 8: atom 1 (C): -0.67, atom 2 (C): -0.32, atom 3 (C): 0.16, atom 4 (N): -0.83, atom 5 (C): -0.33, atom 6 (C): -0.13, atom 7 (C): -0.67, atom 8 (H): 0.22

---

The structure with the greatest stability is i).